1.
Formula: C3H5NO2
Source: OMol25
Level of theory: ωB97M-V with the def2-TZVPD basis set

```
11
Properties=species:S:1:pos:R:3:nbo_charge:R:1
C 1.18 0.55 -1.42 0.2559
N 1.62 0.74 -2.47 -0.2920
H -0.21 -1.76 -0.01 0.2231
O -1.10 -0.32 1.23 -0.6483
C 0.52 0.34 -0.11 0.0265
H -1.38 -0.61 -0.81 0.2014
O 1.23 0.12 1.00 -0.7680
C -0.58 -0.73 -0.09 -0.1010
H -0.21 1.29 0.01 0.0969
H -1.11 0.67 1.02 0.4960
H 0.03 -0.28 1.65 0.5094
```

Total charge: 0
Electronic energy: -322.427436 a.u.
LUMO level: 0.213 eV
HOMO-LUMO gap: 10.20 eV
Relative energy (zero: lowest compared OMol25 entry of this formula, charge and spin): 92.2 kcal/mol
HOMO energy: -9.992 eV

2.
Formula: C32H32F3I2N4NiO3S2Te
Source: OMol25
Level of theory: ωB97M-V with the def2-TZVPD basis set

```
80
Properties=species:S:1:pos:R:3:mulliken_spin:R:1
C 1.50 3.77 1.00 -0.0003
C 1.96 -2.13 -1.70 0.3067
H -4.27 0.47 -3.99 0.0000
C 0.94 -3.11 2.45 0.0088
I 3.70 0.20 2.23 0.0003
C -1.08 -4.30 3.03 -0.0006
C -3.71 -0.43 -3.76 -0.0003
C 0.72 -0.11 -2.66 0.0582
F -0.73 6.88 -0.58 0.0000
C 0.90 4.68 5.22 0.0000
C 0.86 -1.16 -1.59 0.1486
S 0.51 0.56 4.33 0.0000
H -0.82 -6.37 3.54 0.0000
O 0.63 1.12 -0.45 0.0308
H -2.15 -4.31 3.18 0.0000
H -1.78 -4.47 -2.03 0.0010
H -0.88 1.89 2.18 0.0003
N 0.89 2.73 1.57 0.0001
H -1.95 0.89 -1.16 0.0011
H 3.06 4.41 5.30 0.0000
C -2.71 0.90 -1.94 0.0003
S -0.32 3.34 5.03 0.0001
H -3.67 1.16 -1.47 0.0002
C -3.89 -1.55 -4.55 0.0002
H 2.45 -4.17 -1.32 0.0222
C -1.23 3.81 1.28 -0.0022
H 2.75 -4.23 2.56 -0.0016
H -3.25 -3.57 -4.86 -0.0001
H 2.80 -3.08 0.03 0.0489
H -2.30 3.77 1.38 -0.0001
C 2.95 -0.90 -3.55 0.4302
O 2.47 0.73 -1.83 0.0467
C -0.58 4.90 0.72 -0.0017
H -5.84 -1.21 -5.38 0.0000
C 2.89 -2.00 -2.74 -0.1221
Te -0.94 -1.66 -0.59 0.0043
H 1.63 -6.33 3.23 0.0000
N 0.99 -0.99 1.31 0.0009
H 1.33 5.72 0.14 0.0001
C -2.10 -1.57 -2.37 -0.0024
F -1.67 6.87 1.37 0.0000
C -0.33 -5.46 3.23 0.0002
H 2.12 1.08 -3.88 -0.0145
I 4.99 2.82 1.96 0.0002
N 1.17 0.36 -1.34 0.0614
H 2.57 3.69 0.88 -0.0011
C 0.89 2.15 4.63 0.0001
C -2.83 -0.41 -2.68 -0.0005
H 2.87 2.14 4.22 0.0000
C -2.25 -2.71 -3.18 0.0026
N 2.10 2.70 4.57 0.0001
H -4.96 -2.54 -6.13 0.0000
H 2.43 4.55 3.66 0.0000
C 2.10 0.25 -3.18 -0.0226
F -2.55 5.75 -0.26 0.0000
H -1.57 -4.66 -3.77 0.0002
C -3.14 -2.68 -4.25 -0.0001
H 3.67 -0.82 -4.35 0.0180
H -0.23 0.16 -3.11 -0.0131
H 0.99 4.94 6.27 0.0000
C -0.44 2.76 1.70 0.0021
H 0.56 5.55 4.67 0.0000
C -4.85 -1.54 -5.70 0.0000
C 0.80 4.89 0.58 0.0009
H -0.39 -3.75 -2.82 0.0010
H -4.52 -0.87 -6.49 0.0000
H 1.14 -3.56 -0.30 -0.0157
C -1.38 6.11 0.30 0.0002
C -1.45 -3.97 -2.94 -0.0018
C 1.68 -4.26 2.68 -0.0002
H -2.47 1.70 -2.63 -0.0005
C 1.04 -5.43 3.06 0.0000
H -1.00 -2.22 2.50 0.0001
C 2.22 4.14 4.65 0.0000
C -0.44 -3.13 2.64 0.0022
C 2.08 -3.30 -0.77 -0.0093
Ni 1.32 0.77 1.37 0.0077
O 2.83 -1.73 2.52 0.0008
H 3.59 -2.81 -2.89 0.0077
C 1.61 -1.83 2.05 -0.0046
```

Total charge: 0
Electronic energy: -5150.846531 a.u.
LUMO level (alpha / beta): -0.525 / -1.193 eV
HOMO-LUMO gap (alpha / beta): 7.28 / 6.61 eV
HOMO energy (alpha / beta): -7.804 / -7.800 eV
Spin multiplicity: 2

3.
Formula: C7H14
Source: OMol25
Level of theory: ωB97M-V with the def2-TZVPD basis set

```
21
Properties=species:S:1:pos:R:3:nbo_charge:R:1
C -0.96 1.50 -0.02 -0.3956
H 0.91 1.36 1.06 0.1989
H 2.20 -1.34 -0.48 0.2033
C 0.57 1.57 0.04 -0.3872
H 0.87 2.60 -0.19 0.2053
H -1.52 -0.80 -1.49 0.2085
H -2.67 0.31 0.48 0.2052
C 1.24 -0.83 -0.57 -0.1865
H 0.81 0.75 -1.94 0.2079
H 0.25 -2.60 -0.08 0.2034
C 0.14 -1.55 -0.35 -0.1857
H -1.28 1.71 -1.05 0.1903
C -1.58 0.18 0.44 -0.3871
H 1.81 -2.09 2.70 -0.0100
C 1.27 0.63 -0.95 -0.4534
H 1.57 -1.76 2.07 0.0043
C -1.28 -1.04 -0.44 -0.4534
H 2.32 0.95 -1.06 0.2137
H -1.96 -1.85 -0.16 0.2132
H -1.37 2.30 0.60 0.2068
H -1.25 -0.05 1.47 0.1983
```

Total charge: 0
Electronic energy: -275.063802 a.u.
Structure (SMILES): C1=CCCCCC1.[H][H]
LUMO level: 1.237 eV
HOMO-LUMO gap: 10.36 eV
Relative energy (zero: lowest compared OMol25 entry of this formula, charge and spin): 32.9 kcal/mol
HOMO energy: -9.122 eV

- Which of these has the highest electronic energy?
  C7H14

- Which value of electronic energy does entry 1 give?
  -322.427436 a.u.